No. 1
Density functional theory data (ωB97M-V/def2-TZVPD) for a structure of composition C18H20BMoO7.

HOMO energy, eV: -18.0
Multiplicity: 1
F_max, hartree/bohr: 0.0143
Net charge: +3

Each line ends with the Löwdin charge.
Element x y z (Å)
Mo -0.537 2.757 0.365  1.746
O -0.876 5.575 1.259  0.224
C 0.107 5.044 0.852  -0.469
O 0.542 3.834 1.446  -0.189
C 0.779 5.296 -0.498  -0.062
C 1.850 4.239 -0.780  -0.194
C 2.622 4.501 -2.062  -0.054
C 1.607 4.115 -3.161  -0.060
C 0.377 3.767 -2.346  -0.200
O 0.961 3.091 -1.154  -0.194
C -0.229 5.036 -1.700  -0.064
C -1.675 4.796 -1.334  -0.292
O -2.661 5.382 -1.399  0.319
O -1.760 3.306 -0.779  -0.265
H 1.151 6.320 -0.523  0.189
H 2.447 3.955 0.079  0.169
H 3.512 3.879 -2.097  0.137
H 2.943 5.540 -2.115  0.144
H 1.936 3.249 -3.730  0.138
H 1.398 4.917 -3.865  0.143
H -0.336 3.098 -2.816  0.171
H -0.234 5.883 -2.385  0.187
C 1.441 -5.367 1.449  0.033
C 0.002 -5.230 1.152  -0.173
C -0.667 -6.408 0.573  0.037
C -1.075 -4.516 2.803  0.142
C -0.684 -3.940 1.300  -0.323
C -1.939 -3.739 0.529  0.090
C -2.358 -2.544 0.063  0.111
C -1.510 -1.442 0.293  -0.117
O -1.711 -0.206 -0.041  0.216
B -0.566 0.568 0.431  -0.368
O 0.317 -0.332 1.021  0.173
C -0.257 -1.566 0.968  -0.155
C 0.183 -2.736 1.444  0.152
H 1.704 -6.392 1.700  0.127
H 1.824 -4.692 2.210  0.112
H 1.947 -5.121 0.503  0.158
H -0.281 -7.337 0.990  0.130
H -0.367 -6.396 -0.488  0.162
H -1.752 -6.407 0.609  0.109
H -0.585 -5.483 2.993  0.131
H -2.148 -4.671 2.852  0.131
H -0.702 -3.805 3.534  0.133
H -2.577 -4.596 0.363  0.144
H -3.297 -2.422 -0.461  0.163
H 1.135 -2.795 1.952  0.157

---

No. 2
Density functional theory data (ωB97M-V/def2-TZVPD) for a cluster of 13 separate species, C39H48F10O39 in total.

HOMO energy, eV: -10.4
Multiplicity: 1
F_max, hartree/bohr: 0.1559
ΔE to the lowest compared entry with this formula, charge and spin, kcal per mole: 66.67

Each line ends with the Löwdin charge.
Element x y z (Å)
C -2.720 6.209 -3.922  -0.054
C -2.321 4.770 -3.885  -0.340
O -2.174 4.462 -5.240  0.143
C -2.574 5.446 -6.060  -0.519
O -2.466 5.425 -7.273  0.151
O -2.952 6.511 -5.310  0.078
F -3.394 4.089 -3.514  0.083
H -1.889 6.828 -3.582  0.138
H -3.605 6.431 -3.326  0.146
H -1.518 4.503 -3.199  0.175
C 5.067 -6.695 1.049  -0.109
C 5.251 -7.662 -0.125  -0.358
O 5.709 -6.770 -1.087  0.163
C 5.087 -5.648 -0.948  -0.558
O 4.919 -4.878 -1.831  0.196
O 4.711 -5.540 0.394  0.072
F 4.083 -8.109 -0.440  0.142
H 5.994 -6.627 1.619  0.134
H 4.353 -6.938 1.836  0.142
H 5.966 -8.474 0.003  0.175
C -5.830 0.992 6.798  -0.078
C -6.452 0.025 7.758  -0.322
O -7.404 0.934 8.336  0.124
C -7.015 2.214 8.192  -0.535
O -7.638 3.196 8.574  0.136
O -5.934 2.296 7.392  0.095
F -5.509 -0.317 8.604  0.121
H -6.287 0.940 5.810  0.140
H -4.796 0.689 6.631  0.142
H -6.987 -0.782 7.256  0.176
C 8.974 -1.515 -4.932  -0.076
C 10.439 -1.783 -4.705  -0.314
O 10.510 -1.773 -3.353  0.180
C 9.602 -0.979 -2.867  -0.569
O 9.626 -0.626 -1.709  0.161
O 8.694 -0.719 -3.812  0.108
F 11.172 -0.762 -5.300  0.046
H 8.329 -2.389 -5.019  0.144
H 8.869 -1.059 -5.916  0.145
H 10.722 -2.650 -5.302  0.175
C -8.700 -6.573 1.011  -0.071
C -8.483 -6.906 2.426  -0.288
O -8.034 -5.612 2.987  0.120
C -7.699 -4.765 1.970  -0.500
O -7.133 -3.689 2.106  0.136
O -8.073 -5.292 0.753  0.058
F -7.517 -7.803 2.658  0.091
H -9.736 -6.390 0.728  0.141
H -8.361 -7.305 0.278  0.145
H -9.411 -7.249 2.884  0.168
C -4.725 -1.766 -3.264  -0.092
C -3.228 -1.800 -3.250  -0.233
O -2.952 -1.825 -4.686  0.165
C -4.029 -1.649 -5.377  -0.646
O -4.062 -1.596 -6.559  0.183
O -5.074 -1.546 -4.582  0.104
F -2.902 -2.981 -2.643  0.058
H -5.099 -1.087 -2.497  0.144
H -5.156 -2.742 -3.039  0.146
H -2.744 -0.970 -2.736  0.170
C 0.821 7.300 3.446  -0.051
C 0.770 7.536 1.942  -0.306
O -0.576 7.645 1.724  0.166
C -1.321 7.237 2.711  -0.531
O -2.520 6.933 2.697  0.127
O -0.529 6.897 3.760  0.077
F 1.186 6.328 1.491  0.065
H 1.171 8.140 4.047  0.135
H 1.440 6.437 3.689  0.141
H 1.470 8.327 1.675  0.177
C 9.831 5.223 2.887  -0.061
C 8.741 4.345 2.124  -0.247
O 7.524 5.127 2.302  0.125
C 7.902 6.390 2.627  -0.515
O 7.198 7.398 2.617  0.131
O 9.237 6.477 2.790  0.060
F 8.512 3.190 2.795  0.062
H 10.799 5.052 2.417  0.139
H 9.774 4.912 3.931  0.139
H 9.057 4.203 1.091  0.167
C -1.676 -7.152 3.977  -0.064
C -1.503 -6.306 2.666  -0.180
O -2.229 -5.112 3.110  0.171
C -2.238 -5.025 4.367  -0.688
O -2.791 -4.156 4.945  0.190
O -1.668 -6.091 4.893  0.085
F -2.203 -6.966 1.663  0.042
H -0.927 -7.926 4.146  0.135
H -2.584 -7.754 3.965  0.138
H -0.439 -6.193 2.458  0.170
C 5.404 -0.460 5.295  -0.070
C 4.487 -1.547 5.614  -0.280
O 3.968 -1.149 6.881  0.162
C 4.113 0.155 6.930  -0.580
O 3.543 0.789 7.855  0.099
O 4.918 0.631 6.034  0.119
F 5.155 -2.733 5.789  0.068
H 5.439 -0.145 4.252  0.148
H 6.455 -0.528 5.576  0.154
H 3.634 -1.665 4.946  0.181
C -8.876 3.437 0.449  -0.040
O -8.813 2.588 -0.653  0.030
C -9.632 1.615 -0.737  -0.647
O -10.546 1.361 0.075  0.078
O -9.372 0.965 -1.840  0.021
C -10.351 0.013 -2.301  -0.027
H -9.942 3.630 0.572  0.101
H -8.373 4.372 0.204  0.098
H -8.404 3.053 1.353  0.104
H -11.407 0.232 -2.144  0.099
H -10.138 -0.896 -1.738  0.090
H -10.137 -0.318 -3.317  0.092
C 3.383 -0.904 -7.987  0.005
O 4.394 -0.080 -8.610  -0.011
C 4.121 1.045 -9.216  -0.645
O 3.041 1.662 -9.212  0.080
O 5.135 1.416 -9.922  0.018
C 5.108 2.654 -10.610  -0.036
H 3.834 -1.658 -7.341  0.090
H 2.914 -1.336 -8.871  0.107
H 2.848 -0.211 -7.339  0.098
H 6.121 3.020 -10.777  0.089
H 4.751 3.493 -10.012  0.100
H 4.633 2.489 -11.577  0.105
C 3.048 0.680 -0.547  0.005
O 1.830 1.211 0.003  0.006
C 1.046 0.639 0.838  -0.618
O 1.265 -0.426 1.429  0.083
O -0.034 1.437 0.877  -0.015
C -1.297 1.056 1.461  -0.019
H 2.781 0.352 -1.551  0.094
H 3.264 -0.198 0.063  0.092
H 3.837 1.418 -0.693  0.096
H -1.716 0.297 0.800  0.088
H -2.118 1.767 1.549  0.092
H -1.036 0.644 2.436  0.095

---

No. 3
Density functional theory data (ωB97M-V/def2-TZVPD) for a cluster of 2 separate species, C6H15NO in total.

SMILES: [H]/N=C\C(C)C.CCO
HOMO energy, eV: -9.5
Multiplicity: 1
F_max, hartree/bohr: 0.0769
ΔE to the lowest compared entry with this formula, charge and spin, kcal per mole: 68.09

Each line ends with the Löwdin charge.
Element x y z (Å)
C -0.523 0.587 -1.060  -0.396
C -1.057 0.310 -2.454  -0.095
C -0.945 1.958 -0.557  -0.098
C -1.119 -0.541 0.011  -0.234
N -1.268 -1.802 -0.248  0.064
H 0.571 0.536 -1.087  0.120
H -0.590 -2.116 -0.946  0.046
H -1.769 -0.104 0.779  0.109
H -2.142 0.168 -2.430  0.085
H -0.608 -0.602 -2.862  0.073
H -0.831 1.133 -3.139  0.079
H -0.457 2.197 0.393  0.070
H -2.024 2.001 -0.383  0.082
H -0.668 2.742 -1.271  0.081
C 1.088 -1.036 1.571  -0.367
C 1.886 0.125 2.113  -0.089
O 1.904 -2.139 1.298  -0.067
H 1.342 -2.776 0.813  0.093
H 0.287 -1.331 2.255  0.116
H 0.653 -0.574 0.490  0.103
H 2.718 0.371 1.446  0.080
H 1.256 1.017 2.172  0.068
H 2.295 -0.124 3.097  0.076

---

No. 4
Density functional theory data (ωB97M-V/def2-TZVPD) for a structure of composition C12H8.

HOMO energy, eV: -8.1
Multiplicity: 1
F_max, hartree/bohr: 0.1173
ΔE to the lowest compared entry with this formula, charge and spin, kcal per mole: 181.28

Each line ends with the Löwdin charge.
Element x y z (Å)
C 1.413 0.285 4.236  0.041
C 1.602 0.106 2.968  -0.138
C 1.374 0.279 1.534  -0.261
C 2.121 -0.533 0.492  0.005
C 1.488 -1.071 -0.662  -0.024
C 0.265 -0.433 -1.032  -0.256
C -0.390 -0.734 -2.319  -0.015
C -1.535 0.036 -2.717  -0.123
C -2.417 0.703 -1.847  -0.102
C -1.892 0.707 -0.519  -0.066
C -0.471 0.414 -0.205  -0.138
C 0.143 0.848 1.204  0.047
H 1.205 -0.022 5.581  0.164
H 3.017 -0.685 0.904  0.047
H 1.986 -1.811 -1.423  0.139
H 0.201 -1.775 -2.661  0.159
H -1.864 0.077 -3.697  0.062
H -3.351 1.342 -2.274  0.156
H -2.497 0.627 0.592  0.168
H -0.398 1.639 1.845  0.137

---

No. 5
Density functional theory data (ωB97M-V/def2-TZVPD) for a structure of composition C23H42CaF24O21P4.

HOMO energy, eV: -6.5
Multiplicity: 1
F_max, hartree/bohr: 0.0950
Net charge: -2

Each line ends with the Löwdin charge.
Element x y z (Å)
Ca 1.404 -0.793 -2.871  1.586
P 3.795 -2.250 -1.117  0.165
F 3.716 -3.666 -1.733  -0.085
F 3.985 -2.933 0.378  -0.165
F 5.356 -2.264 -1.208  -0.108
F 3.905 -0.748 -0.461  -0.150
F 3.578 -1.488 -2.571  -0.254
F 2.154 -2.270 -1.018  -0.213
P -4.334 0.367 3.258  0.127
F -3.655 1.418 2.229  -0.177
F -5.453 1.487 3.546  -0.174
F -5.190 -0.272 1.990  -0.207
F -5.163 -0.584 4.281  -0.180
F -3.305 -0.764 2.947  -0.137
F -3.357 0.964 4.434  -0.182
P -0.287 0.426 -0.219  0.260
F 1.307 0.474 -0.583  -0.181
F -0.450 1.723 -1.084  -0.123
F -0.549 -0.329 -1.630  -0.269
F -1.905 0.462 0.100  -0.139
F -0.197 -1.166 0.296  -0.165
F 0.019 1.188 1.192  -0.124
P 2.495 2.025 -4.140  0.193
F 2.977 3.301 -3.231  -0.130
F 1.977 2.999 -5.315  -0.142
F 3.981 1.841 -4.878  -0.170
F 1.988 0.765 -5.048  -0.198
F 2.863 0.941 -3.048  -0.234
F 1.059 2.018 -3.416  -0.161
C -0.117 0.673 5.386  -0.002
C -0.595 -0.762 5.101  -0.277
C -0.209 -1.417 3.791  -0.098
O 0.297 -2.708 4.121  0.055
C 0.328 -2.808 5.479  -0.547
O 0.734 -3.775 6.055  0.131
O 0.103 -1.600 6.047  0.080
H 0.938 0.703 5.659  0.065
H -0.755 1.287 6.020  0.082
H -0.062 1.247 4.460  0.072
H -1.685 -0.814 5.102  0.135
H 0.654 -0.835 3.467  0.110
H -1.065 -1.356 3.120  0.117
C -1.041 -4.426 1.384  0.006
C 0.265 -4.432 0.589  -0.308
C 1.567 -4.683 1.335  -0.073
O 2.189 -5.605 0.440  0.077
C 1.277 -6.339 -0.190  -0.515
O 1.569 -7.335 -0.845  0.099
O 0.088 -5.634 -0.182  0.037
H -1.936 -4.483 0.767  0.070
H -1.172 -3.541 2.005  0.075
H -0.806 -5.337 1.936  0.095
H 0.286 -3.667 -0.188  0.114
H 1.477 -4.907 2.399  0.137
H 2.171 -3.777 1.368  0.113
C -1.300 -4.869 -5.233  -0.049
O -0.271 -4.315 -4.463  0.009
C -0.516 -3.460 -3.455  -0.455
O 0.376 -2.838 -2.854  -0.056
O -1.848 -3.528 -3.040  -0.006
C -2.126 -2.851 -1.813  -0.018
H -1.927 -4.142 -5.746  0.087
H -1.826 -5.559 -4.572  0.105
H -0.745 -5.538 -5.890  0.104
H -2.748 -1.982 -2.030  0.105
H -1.222 -2.431 -1.375  0.056
H -2.586 -3.471 -1.045  0.094
C 3.780 2.563 6.235  -0.025
O 2.999 1.799 5.308  -0.041
C 3.365 1.738 4.033  -0.497
O 4.244 2.452 3.474  0.071
O 2.661 0.660 3.462  -0.050
C 2.803 0.387 2.058  -0.052
H 4.155 3.455 5.735  0.095
H 4.596 1.952 6.622  0.092
H 3.149 2.694 7.113  0.091
H 3.836 0.113 1.840  0.090
H 2.574 1.217 1.391  0.085
H 2.260 -0.549 1.932  0.085
C 1.648 4.912 -1.117  -0.122
O 2.730 4.625 -0.388  0.021
C 2.680 4.482 0.954  -0.497
O 3.669 4.380 1.673  0.109
O 1.391 4.319 1.372  -0.039
C 1.055 3.958 2.682  -0.054
H 0.888 5.492 -0.590  0.092
H 1.210 3.949 -1.384  0.088
H 1.877 5.464 -2.029  0.100
H 0.409 4.765 3.031  0.098
H 1.857 4.027 3.419  0.085
H 0.661 2.961 2.880  0.083
C -2.164 1.550 -3.449  -0.037
O -2.275 0.959 -4.691  0.059
C -1.536 -0.067 -5.013  -0.539
O -0.674 -0.508 -4.285  0.025
O -1.626 -0.416 -6.317  0.026
C -0.966 -1.579 -6.808  -0.030
H -1.150 1.931 -3.330  0.082
H -2.393 0.909 -2.598  0.103
H -2.712 2.491 -3.420  0.095
H -0.374 -2.071 -6.037  0.079
H -0.353 -1.388 -7.687  0.103
H -1.710 -2.339 -7.053  0.081
C -1.699 4.349 0.348  -0.003
O -2.519 4.632 -0.847  -0.007
C -3.664 3.968 -1.045  -0.567
O -4.163 3.114 -0.287  0.097
O -4.204 4.398 -2.202  -0.017
C -5.317 3.612 -2.669  -0.056
H -0.848 3.758 0.012  0.061
H -2.098 3.731 1.154  0.095
H -1.575 5.348 0.762  0.095
H -5.931 3.056 -1.961  0.092
H -5.024 2.839 -3.379  0.080
H -5.997 4.349 -3.096  0.086

---

No. 6
Density functional theory data (ωB97M-V/def2-TZVPD) for a structure of composition C5H6O.

HOMO energy, eV: -9.4
Multiplicity: 1
F_max, hartree/bohr: 0.0209
ΔE to the lowest compared entry with this formula, charge and spin, kcal per mole: 89.08

Each line ends with the Löwdin charge.
Element x y z (Å)
C 1.089 -0.375 -0.400  -0.133
C 0.328 0.888 -0.126  -0.205
C -1.148 0.483 -0.199  -0.257
O -1.235 -0.873 -0.568  -0.049
C -0.080 -1.190 0.126  -0.138
C -0.421 0.404 1.083  0.013
H 1.926 -0.513 0.292  0.122
H 1.408 -0.579 -1.428  0.115
H 0.675 1.886 -0.365  0.130
H -1.968 1.107 -0.524  0.145
H 0.043 -2.288 0.150  0.142
H -0.615 1.049 1.959  0.116